(1)
62
Properties=species:S:1:pos:R:3:nbo_charge:R:1 method="wB97M-V/def2-TZVPD" homo_lumo_gap_ev=9.5 charge=+1 relative_energy_ev=0.000 homo_energy_ev=-11.27 spin_multiplicity=1 e_lumo_ha=-0.0667
O -0.61 -2.11 -0.02 -0.74
O -2.25 0.41 -0.21 -0.84
O 2.01 1.93 -0.20 -0.68
O 0.13 1.27 -2.10 -0.71
O -3.20 2.08 -1.30 -0.80
O 1.41 -1.17 -1.55 -0.70
O -0.67 -0.44 2.34 -0.73
O -0.40 2.34 1.77 -0.71
O 1.88 -0.61 1.10 -0.72
O -4.40 0.26 -0.85 -0.71
N 1.72 -2.81 1.43 -0.84
N 0.42 -1.57 -3.54 -0.85
N 3.06 -1.60 2.83 -0.86
N -0.46 -1.63 4.26 -0.83
N -1.29 2.37 -3.48 -0.84
N 0.70 1.59 -4.30 -0.86
N 3.99 2.96 -0.65 -0.83
N -2.80 -2.30 -0.53 -0.83
N -1.16 3.82 3.33 -0.85
N -2.33 3.45 1.39 -0.84
N 1.59 -3.24 -2.48 -0.85
N -1.57 -4.17 -0.12 -0.84
N -1.28 0.51 4.28 -0.82
N 3.44 0.95 -1.63 -0.86
C -3.23 0.94 -0.78 0.97
C 2.15 -1.57 1.81 0.81
C 1.17 -1.94 -2.47 0.79
C -0.78 -0.51 3.56 0.80
C -0.13 1.73 -3.22 0.78
C 3.08 1.96 -0.78 0.79
C -1.23 3.17 2.13 0.78
C -1.62 -2.81 -0.16 0.80
Be 0.05 0.35 0.31 1.71
H 0.19 -2.25 3.81 0.40
H 4.88 2.96 -1.12 0.39
H -4.92 0.82 -1.44 0.50
H -2.48 2.87 0.57 0.44
H 1.36 -3.84 -3.25 0.39
H -1.70 1.33 3.87 0.42
H 1.62 1.23 -4.12 0.41
H 2.06 -3.58 1.97 0.38
H -3.04 4.12 1.64 0.39
H 0.98 -2.93 0.74 0.44
H 3.86 -1.00 2.72 0.42
H 3.86 3.63 0.08 0.41
H -2.74 -1.28 -0.62 0.45
H 4.38 0.82 -1.96 0.38
H -2.00 2.39 -2.74 0.46
H 0.06 -2.21 -4.22 0.40
H -0.69 -4.64 -0.01 0.39
H -0.43 3.61 3.99 0.41
H 3.10 -2.34 3.51 0.40
H -3.63 -2.83 -0.70 0.40
H 0.49 2.08 -5.14 0.40
H -1.53 2.66 -4.41 0.38
H -2.38 -4.76 -0.21 0.40
H -1.78 4.57 3.57 0.40
H -1.39 0.41 5.28 0.38
H 0.26 -0.58 -3.56 0.42
H 2.70 0.37 -2.00 0.43
H 2.08 -3.57 -1.68 0.41
H -0.54 -1.67 5.26 0.39

---

(2)
49
Properties=species:S:1:pos:R:3:nbo_charge:R:1 method="wB97M-V/def2-TZVPD" homo_lumo_gap_ev=10.0 charge=0 relative_energy_ev=3.732 smiles=OCCO.OCCO.OCCO.OCCO.O.O.O homo_energy_ev=-9.90 spin_multiplicity=1 e_lumo_ha=0.0052
O -15.27 -28.08 -11.17 -0.71
O -19.69 -27.55 -12.44 -0.70
O -20.03 -23.79 -2.72 -0.94
O -16.33 -26.64 -8.73 -0.71
O -19.44 -21.53 -11.87 -0.74
O -20.35 -26.13 -10.01 -0.74
O -11.57 -23.17 -1.33 -0.73
O -13.67 -24.91 -0.42 -0.74
O -18.18 -18.00 -11.60 -0.72
O -17.93 -23.13 -6.29 -0.95
O -15.80 -19.30 -5.60 -0.94
C -15.13 -26.37 -9.35 -0.10
C -12.84 -23.13 -1.95 -0.07
C -13.41 -24.58 -1.78 -0.08
C -21.06 -27.28 -10.40 -0.09
C -20.18 -28.21 -11.32 -0.09
C -18.82 -19.21 -12.15 -0.08
C -19.06 -20.35 -11.15 -0.08
C -14.57 -27.56 -9.98 -0.09
H -14.00 -25.81 -0.36 0.47
H -20.69 -24.36 -3.12 0.47
H -15.20 -25.59 -10.11 0.16
H -22.05 -27.15 -10.84 0.19
H -20.85 -29.01 -11.62 0.17
H -17.95 -22.17 -6.31 0.47
H -13.49 -22.45 -1.41 0.17
H -18.16 -19.59 -12.93 0.18
H -19.77 -18.95 -12.61 0.17
H -11.59 -23.35 -0.39 0.48
H -16.61 -25.81 -8.33 0.47
H -19.29 -28.65 -10.87 0.16
H -14.39 -24.59 -2.27 0.15
H -13.57 -27.31 -10.32 0.17
H -21.27 -27.77 -9.45 0.16
H -12.91 -25.45 -2.21 0.17
H -15.38 -27.32 -11.75 0.45
H -12.83 -22.93 -3.02 0.19
H -19.50 -26.35 -9.63 0.47
H -20.13 -23.95 -1.78 0.47
H -15.23 -19.48 -6.36 0.47
H -19.18 -26.83 -12.07 0.46
H -18.13 -23.36 -5.39 0.48
H -18.89 -17.37 -11.43 0.47
H -19.60 -22.27 -11.28 0.48
H -14.39 -28.44 -9.37 0.19
H -14.47 -26.11 -8.52 0.17
H -18.21 -20.56 -10.51 0.17
H -19.92 -20.06 -10.54 0.15
H -15.32 -18.63 -5.11 0.47

---

(3)
46
Properties=species:S:1:pos:R:3:nbo_charge:R:1 method="wB97M-V/def2-TZVPD" homo_lumo_gap_ev=2.8 charge=-2 relative_energy_ev=2.082 homo_energy_ev=0.40 spin_multiplicity=1 e_lumo_ha=0.1176
O -28.11 18.56 -8.08 -0.72
O -21.62 32.00 -15.16 -0.73
O -18.87 26.12 -15.48 -0.73
O -19.12 27.71 -9.56 -0.71
O -22.39 17.76 -17.74 -0.72
O -29.64 22.90 -20.60 -1.02
O -26.73 29.28 -19.54 -0.70
O -27.91 25.65 -14.10 -1.02
C -26.68 24.97 -14.25 -0.24
C -28.94 21.78 -20.11 -0.23
C -26.86 18.36 -8.82 -0.27
C -23.18 18.56 -18.58 -0.25
C -20.37 27.08 -9.50 -0.25
C -25.48 28.64 -19.73 -0.25
C -22.74 31.35 -14.66 -0.24
C -19.81 25.40 -16.22 -0.25
H -27.98 19.46 -7.79 0.46
H -20.95 27.21 -10.42 0.17
H -26.57 24.20 -13.49 0.08
H -29.02 20.92 -20.78 0.07
H -26.79 19.18 -9.52 0.18
H -22.94 31.82 -13.69 0.18
H -29.29 21.43 -19.14 0.09
H -20.31 26.02 -9.25 0.18
H -19.36 28.64 -9.55 0.46
H -25.81 25.62 -14.31 0.07
H -23.64 19.30 -17.93 0.19
H -25.16 28.76 -20.76 0.14
H -22.68 30.27 -14.59 0.17
H -22.17 16.92 -18.16 0.46
H -18.37 26.69 -16.07 0.46
H -25.67 27.57 -19.61 0.21
H -26.04 18.29 -8.10 0.16
H -19.26 24.76 -16.91 0.16
H -26.72 24.42 -15.19 0.10
H -26.55 30.20 -19.73 0.45
H -20.48 26.13 -16.69 0.17
H -24.69 28.98 -19.06 0.15
H -21.35 31.59 -15.98 0.46
H -23.55 31.55 -15.36 0.16
H -26.80 17.50 -9.49 0.18
H -24.00 18.02 -19.05 0.16
H -27.88 22.04 -20.04 0.09
H -21.05 27.54 -8.78 0.15
H -20.48 24.79 -15.62 0.19
H -22.66 19.15 -19.33 0.16